--- i ---
C5H6N2 | ωB97M-V/def2-TZVPD

XYZ file:
```
13
Properties=species:S:1:pos:R:3:lowdin_charge:R:1
H 0.76 -2.51 -0.15 0.05
N -0.06 -2.45 0.45 0.10
C -0.77 -1.42 0.32 -0.27
C -0.56 -0.26 -0.62 -0.20
C -0.79 1.00 0.04 -0.17
C -0.99 2.04 0.61 0.12
H -1.64 -1.35 0.97 0.11
H -1.28 -0.36 -1.44 0.13
H 0.44 -0.30 -1.05 0.10
H -1.17 2.95 1.10 0.02
C 2.98 0.76 0.12 -0.09
N 3.74 -0.04 -0.13 0.06
H 2.25 1.51 0.34 0.04
```

HOMO = -9.98 eV
Kohn-Sham gap = 0.39658 Eh

=====

--- ii ---
C5H6N2 | ωB97M-V/def2-TZVPD

XYZ file:
```
13
Properties=species:S:1:pos:R:3:lowdin_charge:R:1
C -1.13 -0.31 -0.09 -0.15
C -1.40 1.13 0.34 -0.05
C 0.05 0.81 0.39 -0.37
N 1.14 1.15 -0.32 0.13
C 1.77 -0.02 -0.45 -0.13
C 1.01 -1.09 0.08 -0.18
N 0.02 -0.50 0.92 -0.01
H 0.06 -1.01 -0.91 0.20
H -1.86 -1.11 -0.17 0.11
H -1.72 1.83 -0.44 0.11
H -1.90 1.32 1.30 0.10
H 2.67 -0.10 -1.06 0.11
H 1.38 -2.09 0.30 0.11
```

HOMO = -8.27 eV
Kohn-Sham gap = 0.33326 Eh

=====

Pick i: it beats the second-best structure by 0.0813 hartree.

=====

--- i ---
C5H6N2 | ωB97M-V/def2-TZVPD

XYZ file:
```
13
Properties=species:S:1:pos:R:3:lowdin_charge:R:1
C -0.59 -0.61 -0.25 -0.39
N -1.89 -0.43 0.13 0.11
C 0.22 -1.53 -0.65 0.13
C 0.43 0.65 -0.16 -0.32
C 0.47 1.30 1.10 0.07
C 1.69 -0.11 -0.55 -0.30
N 2.84 -0.20 -0.75 0.16
H -2.53 -1.16 -0.11 0.10
H -2.27 0.50 0.01 0.10
H 0.53 -2.50 -0.99 0.07
H 0.16 1.23 -1.05 0.15
H 1.40 1.41 1.63 0.07
H -0.45 1.45 1.65 0.06
```

HOMO (spin up / spin down) = -8.09 / -8.61 eV
Kohn-Sham gap (spin up / spin down) = 0.28997 / 0.30228 Eh

=====

--- ii ---
C5H6N2 | ωB97M-V/def2-TZVPD

XYZ file:
```
13
Properties=species:S:1:pos:R:3:lowdin_charge:R:1
C -3.56 0.04 -0.15 -0.40
C -1.10 -1.30 0.40 0.22
C -0.28 -0.26 0.17 -0.31
C -1.25 0.91 0.28 -0.18
C 1.18 -0.24 -0.23 -0.06
N -4.62 -0.15 -0.56 0.12
N -2.45 0.09 0.52 -0.01
H -1.07 -2.31 0.57 0.06
H -0.91 1.56 1.18 0.14
H -1.41 1.64 -0.64 0.16
H 1.41 0.65 -0.84 0.08
H 1.67 -1.24 -0.45 0.10
H 1.85 -0.13 0.69 0.09
```

HOMO (spin up / spin down) = -9.09 / -9.09 eV
Kohn-Sham gap (spin up / spin down) = 0.32733 / 0.32731 Eh

=====

Pick ii: it beats the second-best structure by 0.0422 hartree.

=====

--- i ---
C5H6N2 | ωB97M-V/def2-TZVPD

XYZ file:
```
13
Properties=species:S:1:pos:R:3:lowdin_charge:R:1
C -1.53 -0.86 -0.06 -0.05
C -1.32 0.59 0.15 -0.19
C 1.32 0.94 -0.28 -0.09
C 2.16 -0.23 0.15 -0.16
C 0.14 -0.83 0.01 -0.25
H -2.19 -1.60 0.48 0.12
H -1.80 -0.93 -1.14 0.10
H -1.30 1.09 1.28 0.19
H -1.98 1.01 -0.66 0.13
H 1.64 2.01 0.01 0.11
H 3.40 -0.40 0.12 0.15
N 0.08 0.52 -0.04 -0.12
N 1.38 -1.31 -0.02 0.04
```

HOMO = -8.29 eV
Kohn-Sham gap = 0.33478 Eh

=====

--- ii ---
C5H6N2 | ωB97M-V/def2-TZVPD

XYZ file:
```
13
Properties=species:S:1:pos:R:3:lowdin_charge:R:1
N -1.83 0.10 2.39 0.16
C -1.05 -0.25 1.63 -0.17
C -0.08 -0.78 0.65 -0.19
C -0.59 -1.01 -0.82 -0.08
C 0.60 -0.20 -1.19 -0.10
C 0.89 1.61 0.20 -0.01
N 0.84 0.26 0.04 -0.18
H 0.45 -1.64 1.07 0.15
H -1.56 -0.50 -0.96 0.12
H -0.62 -2.02 -1.21 0.10
H 1.06 0.21 -2.08 0.11
H 0.30 2.12 -0.55 0.04
H 1.61 2.11 0.83 0.04
```

HOMO (spin up / spin down) = -7.36 / -7.76 eV
Kohn-Sham gap (spin up / spin down) = 0.27563 / 0.29947 Eh

=====

--- iii ---
C5H6N2 | ωB97M-V/def2-TZVPD

XYZ file:
```
13
Properties=species:S:1:pos:R:3:lowdin_charge:R:1
N 0.05 0.22 2.16 0.08
C 0.06 0.13 0.79 -0.32
C -1.00 -0.44 0.07 -0.03
C -0.93 -0.41 -1.33 -0.08
C 0.22 0.08 -1.94 -0.19
N 1.27 0.55 -1.29 0.05
C 1.19 0.56 0.05 -0.10
H 0.93 0.51 2.56 0.09
H -0.47 -0.46 2.72 0.10
H -1.89 -0.82 0.58 0.11
H -1.72 -0.83 -1.92 0.10
H 0.23 0.03 -3.02 0.09
H 2.06 0.88 0.56 0.09
```

HOMO = -8.30 eV
Kohn-Sham gap = 0.34101 Eh

=====

--- iv ---
C5H6N2 | ωB97M-V/def2-TZVPD

XYZ file:
```
13
Properties=species:S:1:pos:R:3:lowdin_charge:R:1
C -0.08 0.82 -1.26 -0.08
C 0.87 1.53 -0.31 -0.10
C 0.22 0.64 0.72 -0.30
N 0.75 -0.40 1.49 0.12
C 0.06 -1.44 1.18 -0.11
C -0.88 -1.22 0.03 -0.10
N -0.72 0.21 -0.15 -0.07
H -0.36 -1.48 -0.89 0.12
H -0.71 1.31 -1.99 0.07
H 1.94 1.35 -0.40 0.11
H 0.66 2.60 -0.21 0.11
H 0.17 -2.39 1.71 0.11
H -1.88 -1.66 0.07 0.12
```

HOMO (spin up / spin down) = -7.69 / -7.05 eV
Kohn-Sham gap (spin up / spin down) = 0.29126 / 0.25750 Eh

=====

Pick iii: it beats the second-best structure by 0.1642 hartree.

=====

--- i ---
C5H9NS | ωB97M-V/def2-TZVPD

XYZ file:
```
16
Properties=species:S:1:pos:R:3:lowdin_charge:R:1
C 2.79 -0.49 -0.76 0.11
C 1.52 -0.85 -0.49 -0.21
C 0.19 -0.80 -0.22 -0.81
C 0.35 -0.50 1.37 -0.14
S -1.31 -1.94 -0.43 0.67
C -0.53 0.47 -0.85 -0.33
N -1.76 1.02 -0.24 -0.06
H 3.92 0.08 -0.86 0.11
H 0.89 -1.41 1.89 0.12
H 1.02 0.50 1.52 0.12
H -0.64 -0.23 1.85 0.07
H -2.29 -0.84 -0.17 -0.04
H 0.19 1.31 -0.49 0.13
H -0.93 0.40 -1.91 0.13
H -2.12 1.62 -0.82 -0.02
H -1.29 1.63 0.61 0.16
```

HOMO = -8.73 eV
Kohn-Sham gap = 0.34225 Eh

=====

--- ii ---
C5H9NS | ωB97M-V/def2-TZVPD

XYZ file:
```
16
Properties=species:S:1:pos:R:3:lowdin_charge:R:1
C 1.56 -1.47 -0.25 -0.07
C 0.33 -0.64 0.52 -0.24
N 0.73 0.85 -0.07 -0.04
C -0.64 1.58 -0.27 -0.17
C -1.68 0.56 0.35 -0.51
S -2.69 -0.87 -0.11 0.96
C -1.02 -0.60 -0.11 -0.76
H 1.58 -2.53 0.24 0.08
H 2.53 -0.83 -0.03 0.08
H 1.50 -1.26 -1.36 0.07
H 0.41 -0.67 1.65 0.14
H 1.60 1.21 0.34 0.10
H -1.00 2.50 0.35 0.11
H -0.87 1.97 -1.37 0.13
H -1.50 0.62 1.29 0.03
H -0.84 -0.42 -1.17 0.09
```

HOMO = -8.99 eV
Kohn-Sham gap = 0.36362 Eh

=====

Pick ii: it beats the second-best structure by 0.0370 hartree.

=====

--- i ---
C4H10S | ωB97M-V/def2-TZVPD

XYZ file:
```
15
Properties=species:S:1:pos:R:3:lowdin_charge:R:1
C -1.64 -0.58 -0.04 -0.08
C -0.24 -0.05 0.28 -0.51
C 0.00 1.40 -0.17 -0.12
C 0.88 -0.83 -0.30 -0.50
S 2.63 -0.07 -0.03 0.63
H -1.85 -0.57 -1.07 0.06
H -1.92 -1.54 0.37 0.07
H -2.39 0.06 0.45 0.08
H -0.19 -0.06 1.41 0.14
H 0.75 1.93 0.38 0.04
H 0.25 1.34 -1.23 0.08
H -0.84 1.98 0.09 0.06
H 0.96 -0.76 -1.43 0.08
H 0.96 -1.90 -0.03 0.08
H 2.65 -0.35 1.34 -0.12
```

HOMO = -8.99 eV
Kohn-Sham gap = 0.36740 Eh

=====

--- ii ---
C4H10S | ωB97M-V/def2-TZVPD

XYZ file:
```
15
Properties=species:S:1:pos:R:3:lowdin_charge:R:1
C -0.86 -1.53 -0.52 -0.16
C -0.07 -0.33 -0.97 -0.48
C 0.97 0.19 0.02 -0.38
C 0.44 0.71 1.38 -0.59
H 0.12 -2.50 -0.80 0.16
H -1.06 -1.48 0.74 0.12
H -1.77 -1.56 -1.46 0.14
H -0.50 0.59 -1.49 0.10
H 0.68 -0.65 -1.84 0.12
H 1.82 -0.75 -0.18 0.16
H 1.48 1.29 -0.30 0.12
H 1.34 1.33 1.90 0.11
H -0.35 0.23 1.92 0.03
H -1.84 2.23 0.69 -0.07
S -0.38 2.23 0.94 0.63
```

HOMO = -8.91 eV
Kohn-Sham gap = 0.35158 Eh

=====

Pick i: it beats the second-best structure by 0.1773 hartree.